# 1
55
Properties=species:S:1:pos:R:3:nbo_charge:R:1 method="wB97M-V/def2-TZVPD" e_tot_ha=-2572.238439 multiplicity=4 e_lumo_ev="-0.8 / -1.4" e_above_lowest_ev=0.051 homo_energy_ev="-7.73 / -7.87"
Tc 1.1973 1.5380 0.0060 1.12
S -3.9888 -1.6949 -1.8412 -0.16
C -3.2329 -0.2360 -1.8174 -0.12
S -2.9306 0.5906 -0.3304 0.42
C -1.7646 1.6652 -1.1338 -0.14
N -1.7143 1.4690 -2.4370 -0.26
N -2.5982 0.4414 -2.7823 -0.27
C -2.4719 0.0240 -4.1565 0.14
C -1.1784 -0.1496 -4.5910 -0.20
C -0.9974 -0.5058 -5.9367 -0.20
C -2.1423 -0.5664 -6.8019 -0.21
C -3.4084 -0.3979 -6.3059 -0.20
C -3.6081 -0.0912 -4.9797 -0.20
S -0.7698 2.8075 -0.2793 -0.14
H -0.3743 -0.0653 -3.9211 0.23
H 0.0301 -0.4837 -6.2421 0.22
H -2.0282 -0.7574 -7.8752 0.22
H -4.2789 -0.5552 -6.9914 0.22
H -4.6163 0.0413 -4.5868 0.24
N -0.1018 -3.7330 8.2062 -0.29
C 0.3716 -3.1228 7.3606 0.28
C 0.7774 -2.3093 6.2658 -0.19
C 1.2865 -2.8818 5.1169 -0.15
C 1.6395 -2.1179 3.9569 -0.16
C 1.5007 -0.7141 4.0217 -0.10
C 0.9879 -0.1683 5.2130 -0.19
C 0.7364 -0.9294 6.3406 -0.14
C 1.5894 0.0765 2.8339 -0.08
C 1.4896 0.5376 1.7030 -0.33
H 1.4373 -3.9297 5.0481 0.23
H 2.1059 -2.5960 3.1020 0.23
H 0.7180 0.8525 5.1740 0.21
H 0.3611 -0.4070 7.2550 0.23
N 1.2697 0.3769 -1.2507 -0.49
C 0.8882 -0.8559 -1.7382 0.06
C -0.1182 -1.5403 -1.0717 -0.22
C -0.5232 -2.7960 -1.4950 -0.18
C 0.1144 -3.4314 -2.5504 -0.22
C 1.0784 -2.7119 -3.2350 -0.16
C 1.4374 -1.4608 -2.8827 -0.23
H -0.6387 -1.1459 -0.1786 0.23
H -1.3540 -3.3379 -0.9632 0.23
H -0.1074 -4.4914 -2.6969 0.22
H 1.6470 -3.2302 -3.9758 0.21
H 2.2785 -0.9344 -3.3025 0.22
C 0.9388 3.8839 3.2752 -0.73
C 1.9012 4.1038 2.1659 0.67
C 3.0866 5.0811 2.3235 -0.72
O 1.7594 3.5151 1.1390 -0.60
H 1.4712 3.2207 4.0016 0.26
H -0.0363 3.4131 3.0105 0.26
H 0.6890 4.8554 3.7105 0.24
H 3.2900 5.2345 3.4148 0.23
H 2.9357 6.0268 1.8082 0.26
H 3.9689 4.5936 1.8977 0.25


# 2
48
Properties=species:S:1:pos:R:3:nbo_charge:R:1 method="wB97M-V/def2-TZVPD" e_tot_ha=-1153.129802 e_lumo_ev=-2.9 homo_energy_ev=-5.84
C -0.3172 -0.0310 2.6754 0.33
C -1.7496 -0.0836 2.7900 -0.14
C -2.5495 0.9531 2.2619 -0.12
C -3.9275 0.9401 2.4491 -0.20
C -4.5326 -0.1020 3.1646 -0.16
C -3.7447 -1.1137 3.7275 -0.22
C -2.3645 -1.1084 3.5483 -0.15
C 0.5845 -1.1613 2.6861 -0.06
C 1.9276 -0.6553 2.8200 0.01
C 3.0168 -1.4964 2.9563 -0.19
C 2.7921 -2.8761 2.9349 -0.14
C 1.4865 -3.3860 2.8204 -0.22
C 0.3794 -2.5386 2.6925 -0.13
C 1.8590 0.7885 2.8899 0.00
C 0.4720 1.1738 2.8175 -0.06
C 0.1308 2.5053 3.0442 -0.13
C 1.1530 3.4422 3.2357 -0.23
C 2.5066 3.0583 3.2411 -0.13
C 2.8654 1.7151 3.0857 -0.19
H -2.0649 1.7357 1.6777 0.24
H -4.5253 1.7570 2.0443 0.23
H -5.6172 -0.1173 3.2850 0.22
H -4.2100 -1.9021 4.3205 0.22
H -1.7447 -1.8657 4.0291 0.22
H 4.0038 -1.0579 3.0965 0.22
H 3.6383 -3.5586 3.0152 0.22
H 1.3358 -4.4650 2.8560 0.23
H -0.6267 -2.9375 2.5949 0.23
H -0.9139 2.8003 3.0776 0.22
H 0.8963 4.4888 3.4019 0.23
H 3.2840 3.8112 3.3729 0.22
H 3.8980 1.3716 3.1214 0.22
C 5.2404 0.9642 -1.3929 -0.25
O 3.9952 0.6591 -0.7586 -0.54
C 2.8335 0.4659 -1.4536 0.40
C 2.6607 0.5327 -2.8558 -0.44
C 1.3707 0.3014 -3.3665 -0.18
C 0.2956 0.0364 -2.5447 -0.36
C 0.4010 0.0283 -1.0861 0.41
O -0.5760 -0.0856 -0.2998 -0.71
C 1.7535 0.1772 -0.6262 -0.43
H 5.9291 1.0442 -0.5512 0.18
H 5.5678 0.1581 -2.0618 0.18
H 5.2045 1.9200 -1.9312 0.18
H 3.5093 0.7504 -3.5092 0.20
H 1.2225 0.3325 -4.4502 0.20
H -0.6951 -0.1514 -2.9519 0.20
H 1.9557 0.1168 0.4376 0.17


# 3
54
Properties=species:S:1:pos:R:3:nbo_charge:R:1 method="wB97M-V/def2-TZVPD" e_tot_ha=-4031.929170 multiplicity=3 e_lumo_ev="-1.2 / -1.2" e_above_lowest_ev=0.012 homo_energy_ev="-7.63 / -7.88"
Pt -0.3818 -1.0710 -1.5795 1.12
Br 6.0356 -0.3849 -5.1786 0.05
C 4.2631 -0.6806 -4.5808 -0.15
C 3.2152 -0.7410 -5.5162 -0.16
C 1.9344 -0.9488 -5.0974 -0.27
C 1.5939 -1.1078 -3.7255 0.43
O 0.3424 -1.2964 -3.4652 -0.70
C 2.6763 -1.0602 -2.7834 -0.18
C 2.5826 -1.2411 -1.3714 0.19
N 1.5037 -1.4586 -0.6967 -0.55
C 1.4268 -1.6508 0.6890 0.12
C 2.4844 -1.9458 1.5120 -0.21
C 2.2912 -2.1370 2.8925 -0.19
C 1.0426 -2.0642 3.4409 -0.18
C -0.0754 -1.7930 2.6203 -0.10
C -1.3991 -1.7531 3.1209 -0.12
C -2.4327 -1.4996 2.2745 -0.24
C -2.1614 -1.2693 0.9128 0.12
N -0.9485 -1.3035 0.4151 -0.50
C 0.1155 -1.5715 1.2460 0.22
C 3.9959 -0.8355 -3.2577 -0.17
H 3.4296 -0.6133 -6.5689 0.23
H 1.1171 -0.9830 -5.8046 0.23
H 3.5305 -1.1796 -0.8333 0.18
H 3.4802 -2.0476 1.1023 0.22
H 3.1466 -2.3587 3.5164 0.22
H 0.8887 -2.2267 4.4999 0.22
H -1.5692 -1.9270 4.1763 0.22
H -3.4555 -1.4544 2.6197 0.24
H -2.9611 -1.0498 0.2197 0.23
H 4.8037 -0.7912 -2.5377 0.22
C -3.4623 1.6242 3.5139 -0.63
C -2.6701 1.7005 2.2364 -0.02
C -1.2820 1.7455 2.2620 -0.24
C -0.5362 1.8488 1.0922 0.00
C 0.9648 1.9489 1.1360 -0.64
C -1.2036 1.8829 -0.1304 -0.08
C -2.5962 1.8378 -0.1862 0.00
C -3.3000 1.9024 -1.5147 -0.65
C -3.3116 1.7481 1.0030 -0.24
C -0.4142 2.0607 -1.4070 0.75
O -0.1800 3.1884 -1.8012 -0.63
O 0.0079 0.9932 -2.0142 -0.75
H -2.8644 1.2038 4.3238 0.21
H -4.3561 1.0097 3.3926 0.21
H -3.7923 2.6161 3.8295 0.23
H -0.7648 1.7162 3.2167 0.20
H 1.3261 1.9974 2.1631 0.21
H 1.3015 2.8394 0.6029 0.25
H 1.4329 1.0931 0.6458 0.21
H -2.9306 1.1309 -2.1949 0.22
H -3.1112 2.8617 -1.9989 0.24
H -4.3761 1.7766 -1.3975 0.21
H -4.3968 1.7187 0.9658 0.20


# 4
67
Properties=species:S:1:pos:R:3:nbo_charge:R:1 method="wB97M-V/def2-TZVPD" e_tot_ha=-5005.341929 e_lumo_ev="-3.1 / -3.1" e_above_lowest_ev=3.701 homo_energy_ev="-8.86 / -8.86"
V 1.9119 0.1057 -0.0040 1.23
C -2.0650 -0.0394 -1.5877 -0.65
C -1.4370 -1.0220 -0.6524 0.28
N -1.3730 -0.7548 0.5918 -0.24
N -0.9485 -1.7211 1.4469 -0.25
C 0.1397 -1.7308 2.0853 -0.08
S 1.6155 -0.7191 2.0541 0.21
S 0.3797 -3.0300 3.2882 0.26
C 0.8863 -4.3745 2.1382 -0.54
C 2.3457 -4.6985 2.2452 0.04
C 3.2798 -3.9729 1.5120 -0.24
C 4.6337 -4.2414 1.6331 -0.19
C 5.0676 -5.2445 2.4901 -0.21
C 4.1431 -5.9701 3.2272 -0.20
C 2.7881 -5.6964 3.1059 -0.24
C -0.8226 -2.2477 -1.2338 -0.14
C -1.5381 -3.3490 -1.6766 -0.17
C -0.8657 -4.4700 -2.1489 -0.20
C 0.5224 -4.4944 -2.1977 -0.19
C 1.2587 -3.3997 -1.7712 -0.23
C 0.5668 -2.3023 -1.2903 0.34
O 1.2387 -1.2275 -0.8071 -0.51
H -2.6399 0.6972 -1.0332 0.24
H -2.7102 -0.5580 -2.2986 0.23
H -1.2956 0.4766 -2.1694 0.24
H 0.6203 -4.0321 1.1383 0.23
H 0.2607 -5.2334 2.3763 0.24
H 2.9521 -3.1723 0.8593 0.22
H 5.3472 -3.6593 1.0643 0.22
H 6.1244 -5.4567 2.5858 0.22
H 4.4765 -6.7490 3.9006 0.21
H 2.0680 -6.2614 3.6872 0.21
H -2.6199 -3.3352 -1.6387 0.23
H -1.4300 -5.3311 -2.4801 0.23
H 1.0367 -5.3707 -2.5681 0.23
H 2.3398 -3.3782 -1.8036 0.25
C -7.4285 7.5382 -1.3109 -0.72
C -6.7292 6.3803 -0.6550 0.46
O -6.8924 5.2320 -0.9468 -0.53
S -5.5976 6.9255 0.6522 0.19
C -4.3075 5.7159 0.5361 -0.16
C -3.0040 6.1785 0.3810 -0.21
C -1.9541 5.2828 0.2913 -0.19
C -2.2015 3.9099 0.3374 -0.05
C -3.5112 3.4539 0.5052 -0.18
C -4.5581 4.3497 0.6228 -0.21
C -1.1322 2.9704 0.2062 -0.07
C -0.2527 2.1532 0.1202 0.32
H -8.2642 7.1746 -1.9033 0.24
H -6.7116 8.0540 -1.9505 0.25
H -7.7686 8.2550 -0.5622 0.24
H -2.8165 7.2424 0.3239 0.23
H -0.9414 5.6397 0.1632 0.23
H -3.7004 2.3903 0.5651 0.22
H -5.5649 3.9931 0.7764 0.24
O 2.0861 1.7392 -2.2489 -0.83
Cl 3.0890 2.7493 -1.9301 1.88
O 3.2223 3.7174 -2.9752 -0.76
O 4.4852 1.9418 -2.0288 -0.87
O 0.6740 1.2909 0.0582 -0.46
F 5.8512 -0.2898 0.7450 -0.59
Te 4.8320 0.4794 -0.6110 3.35
F 5.8049 1.9538 -0.0006 -0.60
F 3.7083 -0.2902 -1.9693 -0.60
F 6.1872 -0.0927 -1.7187 -0.57
F 3.7975 -1.1833 0.0503 -0.63
O 3.3405 1.1088 0.4084 -0.87